Entry 1:
DFT (ωB97M-V/def2-TZVPD) results for a structure of composition C10H4Cl5N2PtSSbSe4.

```
28
Properties=species:S:1:pos:R:3:forces:R:3
Pt -0.098 0.114 0.469 0.006 -0.029 -0.026
Cl 0.488 -2.997 1.121 -0.008 0.000 0.001
C -0.665 -2.718 -0.145 0.017 0.011 0.001
C -1.002 -1.403 -0.466 0.007 -0.008 -0.008
C -2.012 -1.227 -1.410 -0.002 0.014 0.000
Cl -2.540 0.379 -1.785 -0.012 -0.002 -0.001
C -2.618 -2.302 -2.054 0.006 -0.007 -0.009
Cl -3.831 -2.037 -3.243 0.000 -0.001 0.000
C -2.215 -3.600 -1.753 0.005 0.004 0.007
Cl -2.914 -4.935 -2.581 0.001 0.001 0.000
C -1.240 -3.812 -0.784 0.004 0.002 -0.015
Cl -0.748 -5.412 -0.394 -0.003 -0.002 0.005
S -1.059 -0.025 2.686 -0.016 0.006 0.031
C -0.010 1.247 2.903 0.039 0.010 -0.053
N 0.221 1.952 4.044 0.008 0.006 -0.013
C 1.127 2.961 4.097 -0.024 -0.007 0.034
C 1.836 3.295 2.990 0.017 0.013 -0.002
C 1.583 2.555 1.815 -0.023 -0.024 -0.012
N 0.701 1.594 1.784 -0.001 0.024 0.037
H -0.305 1.693 4.867 0.001 -0.005 0.001
H 1.234 3.455 5.051 -0.002 -0.003 0.002
H 2.562 4.091 3.009 -0.002 0.001 0.001
H 2.110 2.748 0.886 0.003 0.001 0.001
Se 2.608 -3.152 -1.916 -0.017 0.021 -0.010
Sb 1.754 -1.099 -2.856 0.027 -0.026 0.040
Se 0.274 -2.406 -4.248 -0.029 -0.007 -0.004
Se 3.218 0.002 -4.551 0.001 0.007 0.001
Se 1.083 0.861 -1.490 -0.005 -0.003 -0.008
```
Positions in Å, forces in eV/Å.

Summary:
Relative energy (zero: lowest compared OMol25 entry of this formula, charge and spin) ... 0.0 kJ/mol
Highest occupied orbital energy (alpha / beta) ... -8.013 / -7.875 eV
Multiplicity ... 3
HOMO-LUMO gap (alpha / beta) ... 6.064 / 5.675 eV

Entry 2:
DFT (ωB97M-V/def2-TZVPD) results for a cluster of 17 separate species, C10H54O17 in total in a non-equilibrium geometry.

```
81
Properties=species:S:1:pos:R:3:forces:R:3
C 11.141 8.378 6.731 -0.311 0.490 0.171
C 11.951 9.330 7.577 0.014 0.155 -1.032
O 12.287 8.844 8.815 0.508 -1.343 1.991
H 11.504 7.350 6.731 0.044 0.114 0.091
H 11.201 8.800 5.728 -0.195 -0.265 -0.197
H 10.106 8.436 7.071 -0.064 -0.437 -0.116
H 11.341 10.207 7.796 0.220 0.597 -0.971
H 12.908 9.489 7.080 -0.118 0.847 -0.520
H 12.678 9.576 9.297 -0.117 -0.194 0.326
C 15.389 7.452 12.408 1.085 -0.497 0.176
C 14.252 8.172 13.045 0.749 -0.581 1.942
O 13.154 8.109 12.240 -1.749 0.719 -1.474
H 16.186 7.122 13.075 0.102 0.558 0.501
H 15.856 8.098 11.664 -0.076 -0.496 -0.492
H 15.033 6.479 12.071 -0.181 0.324 -0.796
H 14.482 9.195 13.344 0.204 0.155 0.020
H 13.958 7.634 13.946 0.222 0.013 0.469
H 13.018 8.985 11.872 -0.373 -0.137 -0.310
C 7.729 6.258 12.385 1.583 0.029 0.574
C 6.583 6.938 11.765 -2.019 -0.224 -0.640
O 5.395 6.116 11.930 0.012 0.374 0.129
H 8.644 6.819 12.195 0.240 -0.276 -0.378
H 7.820 5.227 12.045 0.208 0.084 -0.405
H 7.724 6.187 13.472 -0.637 0.245 0.201
H 6.646 7.053 10.683 0.645 -0.156 -0.125
H 6.375 7.948 12.119 0.125 -0.092 0.565
H 5.645 5.384 12.499 -0.124 0.018 0.052
C 9.904 10.260 11.997 -0.640 0.631 0.130
C 10.165 11.270 13.111 0.707 -0.415 -0.165
O 8.984 11.757 13.695 -0.331 0.088 -0.197
H 10.803 10.084 11.408 -0.069 -0.092 0.014
H 9.123 10.695 11.373 0.151 0.151 -0.372
H 9.466 9.311 12.308 0.376 -0.029 0.373
H 10.688 12.156 12.751 0.413 -0.181 -0.518
H 10.781 10.838 13.900 0.299 -0.245 0.074
H 9.265 12.555 14.150 -0.559 -0.272 0.458
C 7.123 14.621 12.849 -1.103 0.557 -0.913
C 7.632 14.581 11.399 0.364 -1.659 1.101
O 8.703 15.444 11.187 0.479 1.042 -0.589
H 6.731 15.613 13.073 0.255 0.172 0.272
H 7.903 14.321 13.548 -0.134 0.110 -0.148
H 6.269 13.950 12.949 0.119 -0.272 0.093
H 6.919 14.699 10.583 -0.318 0.435 0.436
H 7.982 13.552 11.313 0.098 -0.344 -0.430
H 9.435 15.164 11.741 -0.199 -0.064 0.075
O 9.377 13.346 15.970 0.106 0.421 -0.219
H 8.517 13.663 16.247 -0.407 0.039 0.009
H 9.804 13.070 16.781 0.315 -0.182 0.137
O 10.368 14.762 13.491 0.251 0.217 -0.176
H 10.488 15.680 13.736 0.027 0.388 0.098
H 9.983 14.355 14.268 -0.063 -0.270 0.591
O 8.319 11.842 9.059 -0.909 -0.275 0.035
H 7.930 12.387 8.376 -0.172 0.132 -0.202
H 9.262 11.905 8.909 1.154 0.311 0.191
O 8.261 8.902 9.104 0.004 -0.398 -0.052
H 8.489 9.820 9.252 -0.032 0.524 0.020
H 7.374 8.930 8.747 -0.176 -0.082 -0.098
O 13.806 11.647 15.046 0.369 0.409 -0.618
H 13.099 11.283 15.579 -0.471 -0.255 0.350
H 14.604 11.262 15.410 0.217 -0.023 0.037
O 11.779 14.288 11.251 0.385 -0.212 -0.946
H 11.302 14.492 12.055 -0.240 -0.126 0.581
H 12.614 13.929 11.552 0.234 0.111 0.125
O 6.224 11.125 10.855 -0.502 -0.045 0.065
H 5.742 10.542 10.268 -0.224 -0.160 -0.111
H 6.927 11.484 10.314 0.612 0.219 -0.249
O 6.675 10.309 13.419 -0.370 -0.664 0.650
H 6.502 10.304 12.478 -0.101 0.289 -0.354
H 7.558 10.669 13.499 0.187 0.326 0.154
O 10.379 7.305 10.053 -0.185 -0.628 0.560
H 9.544 7.715 9.828 -0.378 0.091 -0.153
H 11.039 7.865 9.642 0.470 0.189 -0.187
O 13.253 11.078 10.237 0.019 -0.072 0.064
H 13.259 11.691 10.973 -0.167 0.152 0.368
H 14.178 10.894 10.071 0.420 -0.035 -0.179
O 10.998 12.430 9.028 -0.371 -0.209 -0.522
H 11.730 11.876 9.301 0.293 -0.225 0.025
H 11.102 13.233 9.538 -0.036 0.523 0.459
O 12.181 10.220 16.831 -0.095 0.294 0.044
H 12.961 9.792 17.184 0.204 -0.169 0.242
H 11.708 9.520 16.380 -0.273 -0.246 -0.184
```
Positions in Å, forces in eV/Å.

Summary:
Relative energy (zero: lowest compared OMol25 entry of this formula, charge and spin) ... 228.5 kJ/mol
Highest occupied orbital energy ... -9.253 eV
HOMO-LUMO gap ... 8.862 eV

> The highest relative energy (zero: lowest compared OMol25 entry of this formula, charge and spin) belongs to which entry?

C10H54O17

Copy entry 1 word for word.
DFT (ωB97M-V/def2-TZVPD) results for a structure of composition C10H4Cl5N2PtSSbSe4.

```
28
Properties=species:S:1:pos:R:3:forces:R:3
Pt -0.098 0.114 0.469 0.006 -0.029 -0.026
Cl 0.488 -2.997 1.121 -0.008 0.000 0.001
C -0.665 -2.718 -0.145 0.017 0.011 0.001
C -1.002 -1.403 -0.466 0.007 -0.008 -0.008
C -2.012 -1.227 -1.410 -0.002 0.014 0.000
Cl -2.540 0.379 -1.785 -0.012 -0.002 -0.001
C -2.618 -2.302 -2.054 0.006 -0.007 -0.009
Cl -3.831 -2.037 -3.243 0.000 -0.001 0.000
C -2.215 -3.600 -1.753 0.005 0.004 0.007
Cl -2.914 -4.935 -2.581 0.001 0.001 0.000
C -1.240 -3.812 -0.784 0.004 0.002 -0.015
Cl -0.748 -5.412 -0.394 -0.003 -0.002 0.005
S -1.059 -0.025 2.686 -0.016 0.006 0.031
C -0.010 1.247 2.903 0.039 0.010 -0.053
N 0.221 1.952 4.044 0.008 0.006 -0.013
C 1.127 2.961 4.097 -0.024 -0.007 0.034
C 1.836 3.295 2.990 0.017 0.013 -0.002
C 1.583 2.555 1.815 -0.023 -0.024 -0.012
N 0.701 1.594 1.784 -0.001 0.024 0.037
H -0.305 1.693 4.867 0.001 -0.005 0.001
H 1.234 3.455 5.051 -0.002 -0.003 0.002
H 2.562 4.091 3.009 -0.002 0.001 0.001
H 2.110 2.748 0.886 0.003 0.001 0.001
Se 2.608 -3.152 -1.916 -0.017 0.021 -0.010
Sb 1.754 -1.099 -2.856 0.027 -0.026 0.040
Se 0.274 -2.406 -4.248 -0.029 -0.007 -0.004
Se 3.218 0.002 -4.551 0.001 0.007 0.001
Se 1.083 0.861 -1.490 -0.005 -0.003 -0.008
```
Positions in Å, forces in eV/Å.

Summary:
Relative energy (zero: lowest compared OMol25 entry of this formula, charge and spin) ... 0.0 kJ/mol
Highest occupied orbital energy (alpha / beta) ... -8.013 / -7.875 eV
Multiplicity ... 3
HOMO-LUMO gap (alpha / beta) ... 6.064 / 5.675 eV

> What is the relative energy (zero: lowest compared OMol25 entry of this formula, charge and spin) in the first record?

0.0 kJ/mol